[1]
# C2H5FS

A structure of composition C2H5FS (ωB97M-V with the def2-TZVPD basis set, the Open Molecules 2025 dataset).

Element x y z (Å)
C1 0.594 0.957 -0.232
C2 -0.644 -0.540 0.057
F1 -1.920 -0.009 -0.070
S1 -0.415 -1.465 1.591
H1 -0.066 1.919 -0.082
H2 0.891 0.762 -1.197
H3 1.368 0.775 0.405
H4 -0.665 -1.253 -0.828
H5 -1.708 -1.850 1.750

Computed properties:
net charge = 0
⟨S²⟩ = 2.007
E_HOMO (spin up / spin down) = -4.57 / -10.19 eV
2S+1 = 3
energy = -15700.2903 eV
ΔE to the lowest compared entry with this formula, charge and spin = 98.3 kcal/mol

***

[2]
# C2H5FSi

A cluster of 2 separate species, C2H5FSi in total (ωB97M-V with the def2-TZVPD basis set, the Open Molecules 2025 dataset).

Element x y z (Å)
C1 -1.526 0.652 -0.420
C2 -0.910 0.516 0.717
F1 3.566 0.749 -0.331
Si1 2.440 -0.366 0.161
H1 -2.222 1.399 -0.582
H2 -1.338 -0.102 -1.264
H3 -0.720 1.092 1.519
H4 3.299 -1.023 1.018
H5 1.587 -1.009 -0.828

Computed properties:
net charge = 0
E_HOMO (spin up / spin down) = -9.02 / -7.79 eV
energy = -12745.8664 eV
ΔE to the lowest compared entry with this formula, charge and spin = 105.7 kcal/mol

***

[3]
# C2H5IN2

The molecule C2H5IN2 (ωB97M-V with the def2-TZVPD basis set, the Open Molecules 2025 dataset).

Element x y z (Å)
C1 0.115 -0.745 -0.262
C2 -0.528 0.594 0.042
N1 -1.956 0.381 -0.021
N2 -2.900 1.124 -0.185
I1 -4.783 -0.111 0.033
H1 1.055 -0.954 0.358
H2 -0.620 -1.592 -0.201
H3 0.554 -0.899 -1.240
H4 -0.212 1.547 -0.463
H5 -0.538 0.892 1.102

Computed properties:
net charge = 0
SMILES = CC/N=N/I
E_HOMO (spin up / spin down) = -8.67 / -8.67 eV
energy = -13233.3495 eV
ΔE to the lowest compared entry with this formula, charge and spin = 25.4 kcal/mol

***

[4]
# C2H5IN4

A cluster of 2 separate species, C2H5IN4 in total (ωB97M-V with the def2-TZVPD basis set, the Open Molecules 2025 dataset).

Element x y z (Å)
C1 0.257 -2.053 0.080
C2 0.096 -1.116 -0.869
N1 -1.217 -0.794 -1.229
N2 -1.665 0.336 -1.172
N3 0.080 2.462 0.413
N4 0.948 1.755 0.381
I1 1.919 0.654 1.917
H1 1.143 -2.195 0.724
H2 -0.628 -2.691 0.208
H3 0.859 -0.313 -0.853
H4 -0.543 2.817 1.253
H5 -1.250 1.137 -0.854

Computed properties:
net charge = 0
SMILES = [H]/N=N\C=C.[H]/N=N\I
E_HOMO = -8.60 eV
energy = -16210.1848 eV
ΔE to the lowest compared entry with this formula, charge and spin = 64.7 kcal/mol

***

[5]
# C2H5IN4

The molecule C2H5IN4 (ωB97M-V with the def2-TZVPD basis set, the Open Molecules 2025 dataset).

Element x y z (Å)
C1 -0.268 -0.021 -0.764
C2 -2.000 1.142 0.356
N1 1.070 -0.333 -0.836
N2 3.041 -1.172 -0.668
N3 -0.715 0.720 0.142
N4 1.861 -0.873 -0.062
I1 1.299 -1.649 2.152
H1 -0.754 -0.180 -1.654
H2 -2.835 0.853 -0.366
H3 -1.985 2.238 0.413
H4 -2.425 0.716 1.252
H5 3.711 -1.442 0.034

Computed properties:
net charge = 0
E_HOMO (spin up / spin down) = -9.04 / -9.04 eV
energy = -16210.8929 eV
ΔE to the lowest compared entry with this formula, charge and spin = 48.4 kcal/mol

***

[6]
# C2H5IO2

A cluster of 2 separate species, C2H5IO2 in total (ωB97M-V with the def2-TZVPD basis set, the Open Molecules 2025 dataset).

Element x y z (Å)
C1 -0.176 0.956 -0.572
C2 -0.699 -0.305 0.062
O1 -0.217 -0.907 1.010
O2 -1.825 -0.638 -0.461
I1 3.402 -0.620 0.697
H1 -0.024 0.581 -1.545
H2 -1.052 1.574 -0.669
H3 0.645 1.363 -0.082
H4 2.170 -0.592 1.586
H5 -2.223 -1.413 -0.026

Computed properties:
net charge = 0
SMILES = CC(=O)O.I
E_HOMO = -9.78 eV
energy = -14350.6954 eV
ΔE to the lowest compared entry with this formula, charge and spin = 0.5 kcal/mol